Entry from the Open Molecules 2025 dataset: a 2-piece molecular cluster, Cl2H2OSi overall (ωB97M-V with the def2-TZVPD basis set).

Calculated values
Kohn-Sham gap	7.406	eV
maximum force	5.68	eV/A
E_tot	-1286.2039	a.u.
energy relative to the best compared isomer or geometry (same formula, charge and spin)	6.8921	eV
HOMO	-0.31593	Eh
LUMO level	-1.1907	eV

The geometry in XYZ format:
```
6
Cl2H2OSi ωB97M-V with the def2-TZVPD basis set
O -2.29303 0.95539 0.63607
Si -0.29664 -0.49655 0.13432
Cl -3.58251 0.47635 -0.23512
Cl -1.06423 -2.37209 0.06320
H 0.77125 0.10611 0.91290
H -0.76178 0.11301 -1.22247
```